Entry 1:
DFT (ωB97M-V with the def2-TZVPD basis set) results for a cluster of 2 separate species, C4H5FN2O5S in total.

Spin multiplicity = 1
LUMO level = -0.713 eV
HOMO level = -9.246 eV
ΔE to the lowest compared entry with this formula, charge and spin = 1.767 eV
Orbital gap = 8.533 eV
Structure (SMILES) = C=C(F)[N+](=O)[O-].CC(=O)SON=O

Each line ends with the Löwdin charge.
Atoms and positions in Å:
C: -1.42757 1.10307 1.09686  -0.73
C: -0.54675 1.66864 2.12712  -0.09
C: 1.76633 -2.12281 -0.87121  0.13
C: 1.93253 -0.84578 -0.60598  -0.33
N: -2.96824 -0.73728 -1.24120  0.02
N: 1.46006 0.23871 -1.45088  -0.33
O: -2.91675 -0.66481 -2.38741  0.12
O: 1.48760 0.07473 -2.66105  0.10
O: -2.06051 1.60625 0.23103  0.06
O: -1.55978 -0.84318 -0.63838  -0.59
O: 1.31396 1.29383 -0.85414  0.10
F: 2.34575 -0.29031 0.54542  0.08
S: -1.18719 -0.70083 0.92401  0.95
H: 0.51289 1.51981 2.05685  0.06
H: -0.75556 2.74600 2.21079  0.09
H: -0.72246 1.34238 3.27777  0.14
H: 1.98252 -2.85300 0.00883  0.13
H: 1.34316 -2.53540 -1.76841  0.08

***

Entry 2:
DFT (ωB97M-V with the def2-TZVPD basis set) results for a cluster of 9 separate species, C39H102N6O15 in total.

Spin multiplicity = 1
LUMO level = 0.286 eV
HOMO level = -8.666 eV
ΔE to the lowest compared entry with this formula, charge and spin = 3.519 eV
Orbital gap = 8.952 eV
Structure (SMILES) = COCCNCCOC.COCCNCCOC.COCCNCCOC.COCCNCCOC.COCCNCCOC.COCCNCCOC.CO.CO.CO

Each line ends with the Löwdin charge.
Atoms and positions in Å:
C: 7.29291 8.77160 -3.40560  -0.11
O: 6.12653 9.49332 -3.04514  -0.20
C: 6.14806 9.94561 -1.68847  -0.21
C: 5.96168 8.97247 -0.56057  -0.25
N: 4.84637 8.07410 -0.63677  -0.07
C: 4.72485 7.28354 0.58951  -0.19
C: 3.68158 6.15946 0.37472  -0.19
O: 3.46256 5.33446 1.54563  -0.20
C: 2.40430 4.42485 1.49925  -0.13
H: 8.21759 9.33180 -3.26683  0.09
H: 7.28748 8.35582 -4.41316  0.09
H: 7.29601 7.89997 -2.75112  0.08
H: 5.31584 10.64897 -1.71669  0.13
H: 7.11503 10.43974 -1.59415  0.12
H: 5.78446 9.58361 0.32440  0.13
H: 6.89960 8.42493 -0.46773  0.11
H: 4.94325 7.44756 -1.42300  0.11
H: 4.49311 7.92847 1.43713  0.12
H: 5.70251 6.82225 0.72914  0.11
H: 3.94883 5.49642 -0.44810  0.12
H: 2.77365 6.67964 0.06946  0.12
H: 2.41201 3.87522 0.55802  0.08
H: 1.45379 4.95410 1.43192  0.08
H: 2.30946 3.77484 2.36908  0.09
C: 12.95206 0.08444 -5.36097  -0.09
O: 12.61429 1.18223 -4.49182  -0.19
C: 12.64354 0.79461 -3.14991  -0.25
C: 11.44940 -0.05389 -2.70771  -0.20
N: 10.18751 0.63323 -3.02598  -0.07
C: 9.04505 -0.11854 -2.69307  -0.26
C: 7.73370 0.59973 -2.70971  -0.22
O: 6.64724 -0.24767 -2.29949  -0.18
C: 5.39689 0.33384 -2.41252  -0.15
H: 12.54627 0.22944 -6.36218  0.08
H: 12.61858 -0.91196 -5.07096  0.08
H: 14.03391 0.10101 -5.49289  0.08
H: 12.63684 1.67730 -2.51045  0.12
H: 13.60447 0.30532 -2.99084  0.12
H: 11.59456 -0.07278 -1.62759  0.12
H: 11.45817 -1.05528 -3.13813  0.11
H: 10.16276 1.11574 -3.91293  0.12
H: 9.18972 -0.38512 -1.64611  0.13
H: 8.95378 -1.00160 -3.32550  0.12
H: 7.60359 1.00974 -3.71124  0.12
H: 7.76087 1.43576 -2.01083  0.12
H: 4.98797 0.21624 -3.41604  0.09
H: 5.35237 1.37405 -2.08986  0.08
H: 4.66669 -0.12541 -1.74618  0.08
C: -7.00500 4.80349 1.31261  -0.11
O: -8.26227 4.88133 0.66145  -0.21
C: -8.76453 3.60641 0.15188  -0.19
C: -9.67511 3.90595 -1.06785  -0.22
N: -11.01643 4.46603 -0.73761  -0.05
C: -11.68038 5.03907 -1.98793  -0.17
C: -12.76287 6.08935 -1.60572  -0.24
O: -12.18466 7.35007 -1.40248  -0.21
C: -13.03474 8.43118 -1.01882  -0.10
H: -6.92094 5.81593 1.70760  0.10
H: -6.29924 4.50619 0.53699  0.08
H: -6.89225 3.94898 1.97985  0.08
H: -9.39816 3.04686 0.84001  0.12
H: -7.96761 2.99516 -0.27168  0.11
H: -9.84332 3.05016 -1.72164  0.11
H: -9.11567 4.62263 -1.66908  0.11
H: -10.84155 5.31218 -0.21459  0.09
H: -12.23771 4.21300 -2.42960  0.11
H: -10.98643 5.52511 -2.67371  0.11
H: -13.30045 5.72867 -0.72879  0.12
H: -13.44267 6.25024 -2.44243  0.12
H: -12.49591 9.28311 -0.60412  0.08
H: -13.81703 8.15152 -0.31319  0.08
H: -13.50134 8.78255 -1.93910  0.08
C: -3.23022 -2.50648 3.32878  -0.11
O: -3.56099 -3.36847 4.38485  -0.18
C: -2.45788 -4.14748 4.73330  -0.27
C: -2.78957 -5.11775 5.86510  -0.20
N: -3.84974 -6.08539 5.44687  -0.05
C: -4.26451 -6.93891 6.52505  -0.24
C: -5.42049 -7.80904 6.08804  -0.23
O: -6.55273 -6.95842 5.92780  -0.21
C: -7.79944 -7.65140 5.79164  -0.09
H: -4.09985 -1.94331 2.99012  0.09
H: -2.78999 -3.03086 2.48065  0.09
H: -2.53175 -1.80130 3.77931  0.09
H: -1.61216 -3.57330 5.11170  0.12
H: -2.16832 -4.83624 3.93966  0.12
H: -3.05285 -4.47424 6.70455  0.12
H: -1.91240 -5.71969 6.10246  0.12
H: -4.62406 -5.45003 5.31708  0.10
H: -4.63521 -6.32419 7.34529  0.12
H: -3.44585 -7.54789 6.90851  0.12
H: -5.54100 -8.52560 6.90053  0.12
H: -5.24055 -8.34155 5.15415  0.12
H: -8.08606 -8.09452 6.74537  0.08
H: -7.60451 -8.34696 4.97536  0.08
H: -8.60079 -6.97675 5.49033  0.08
C: -3.86849 -6.81369 -2.07844  -0.08
O: -3.64387 -5.40698 -2.46913  -0.23
C: -4.81532 -4.54151 -2.42348  -0.17
C: -5.97167 -4.95600 -3.44333  -0.20
N: -5.67387 -4.49390 -4.78683  -0.06
C: -6.77645 -4.82108 -5.73893  -0.17
C: -6.90127 -6.34165 -6.16273  -0.23
O: -7.43468 -7.02275 -5.06270  -0.21
C: -7.59566 -8.39599 -5.38469  -0.11
H: -4.47359 -7.37124 -2.79336  0.07
H: -4.48340 -6.82759 -1.17857  0.08
H: -2.92544 -7.30013 -1.82917  0.08
H: -4.46985 -3.51780 -2.56751  0.11
H: -5.22939 -4.55137 -1.41523  0.10
H: -6.84415 -4.39333 -3.11126  0.12
H: -6.24998 -6.00415 -3.33360  0.09
H: -4.84738 -4.82617 -5.26288  0.11
H: -6.65742 -4.30919 -6.69386  0.10
H: -7.74790 -4.48155 -5.37960  0.11
H: -5.91523 -6.76464 -6.35490  0.11
H: -7.44862 -6.44232 -7.09994  0.12
H: -7.92787 -9.05373 -4.58149  0.09
H: -6.61629 -8.72578 -5.73136  0.08
H: -8.26428 -8.57482 -6.22675  0.08
C: 3.54462 -1.66370 3.10888  -0.09
O: 3.82582 -1.28980 4.48038  -0.22
C: 4.36099 -2.37139 5.29723  -0.18
C: 5.89070 -2.58667 5.04002  -0.22
N: 6.66752 -1.49849 5.58325  -0.07
C: 8.08328 -1.76103 5.37321  -0.21
C: 9.00218 -0.55219 5.72903  -0.18
O: 10.35684 -1.05831 5.60916  -0.21
C: 11.34376 -0.09260 5.83476  -0.14
H: 2.91291 -0.84966 2.75337  0.08
H: 3.02714 -2.61435 2.98012  0.08
H: 4.50481 -1.72497 2.59666  0.07
H: 3.80819 -3.29124 5.10649  0.11
H: 4.14543 -2.05197 6.31683  0.12
H: 6.09971 -2.76639 3.98545  0.11
H: 6.09205 -3.51116 5.58118  0.12
H: 6.43240 -0.62283 5.13822  0.11
H: 8.25826 -2.02373 4.32992  0.11
H: 8.43569 -2.58235 5.99717  0.12
H: 8.94378 -0.20447 6.76042  0.12
H: 8.82851 0.27347 5.03894  0.12
H: 12.30707 -0.60256 5.82561  0.09
H: 11.26767 0.44041 6.78251  0.08
H: 11.38612 0.62763 5.01771  0.08
C: 1.04132 -4.13064 -1.90469  -0.19
O: 0.03269 -3.66753 -2.75426  -0.11
H: 1.63901 -4.92339 -2.35461  0.07
H: 1.77445 -3.35267 -1.69164  0.07
H: 0.68519 -4.58702 -0.98113  0.08
H: -0.81238 -4.07877 -2.55846  0.07
C: -3.56699 3.50758 -3.55098  -0.18
O: -4.17330 2.41422 -2.96903  -0.12
H: -3.43872 4.34256 -2.86217  0.09
H: -2.60059 3.14755 -3.90392  0.07
H: -4.12184 3.79339 -4.44460  0.08
H: -4.65266 1.88859 -3.61365  0.08
C: -1.04066 0.49329 -0.89733  -0.17
O: -1.77461 1.56768 -0.32754  -0.12
H: -0.29217 0.00592 -0.27256  0.07
H: -1.70566 -0.26296 -1.31441  0.07
H: -0.46845 0.89961 -1.73136  0.07
H: -2.39250 1.77970 -1.03100  0.05

***

Entry 3:
DFT (ωB97M-V with the def2-TZVPD basis set) results for a structure of composition C50H36CoFN10OS.

Spin multiplicity = 4
LUMO level (alpha / beta) = 1.620 / 0.001 eV
HOMO level (alpha / beta) = -2.909 / -3.941 eV
ΔE to the lowest compared entry with this formula, charge and spin = 0.000 eV
Orbital gap (alpha / beta) = 4.528 / 3.942 eV
Charge = -1

Each line ends with the Löwdin charge.
Atoms and positions in Å:
Co: -0.84285 -1.42301 -0.68419  0.46
C: 2.80734 -0.25284 -5.98213  -0.09
C: 3.75596 0.16410 -5.05064  -0.08
C: 3.52094 0.04513 -3.68271  -0.01
C: 2.31510 -0.49896 -3.29592  -0.11
C: 1.72674 -0.74367 -1.96041  -0.26
N: 2.39131 -0.49559 -0.87114  0.22
C: 1.82067 -0.68836 0.33467  -0.24
C: 2.54916 -0.52574 1.56933  -0.11
C: 3.90813 -0.10952 1.80486  0.00
C: 4.32440 0.06177 3.06027  -0.04
C: 3.50184 -0.26734 4.28378  -0.20
C: 2.00119 -0.74851 4.02094  -0.17
C: 1.66824 -0.76181 2.57397  -0.13
C: 0.40750 -1.03011 1.95484  -0.25
N: -0.72322 -1.23764 2.67590  0.21
C: -1.81098 -1.65120 2.09673  -0.25
N: -2.02394 -1.93422 0.78449  0.09
C: -3.31446 -2.36319 0.63663  -0.26
N: -3.93067 -2.72818 -0.44244  0.20
C: -3.32313 -2.68494 -1.64843  -0.23
N: -2.09686 -2.18014 -1.94445  0.10
C: -1.90965 -2.28694 -3.28320  -0.24
N: -0.85133 -1.86621 -4.00902  0.20
C: 0.21448 -1.39895 -3.43496  -0.26
N: 0.47961 -1.27451 -2.10270  0.10
C: 1.37168 -0.91130 -4.21871  -0.10
C: 1.59252 -0.80030 -5.57547  -0.01
C: -3.06452 -2.91071 -3.89383  -0.11
C: -3.36983 -3.24909 -5.20620  -0.02
C: -4.59429 -3.84885 -5.44851  -0.10
C: -5.49662 -4.10301 -4.40419  -0.10
C: -5.19280 -3.76325 -3.09659  -0.02
C: -3.96259 -3.16430 -2.85374  -0.12
C: -3.98557 -2.37054 1.95522  -0.10
C: -5.26150 -2.72547 2.34103  -0.01
C: -5.57955 -2.60506 3.69126  -0.08
C: -4.64083 -2.14340 4.61113  -0.08
C: -3.35538 -1.79052 4.20812  -0.01
C: -3.05142 -1.91352 2.86774  -0.09
N: 0.52591 -0.98700 0.60081  0.10
H: 3.01890 -0.14280 -7.03844  0.10
H: 4.68691 0.59350 -5.39915  0.10
H: 4.23826 0.37825 -2.94434  0.12
H: 4.54227 0.12536 0.95966  0.11
H: 5.31103 0.46203 3.26703  0.11
H: 3.51279 0.57433 4.97002  0.13
H: 1.31302 -0.10760 4.57772  0.14
H: 0.84315 -1.12169 -6.28690  0.11
H: -2.66762 -3.04514 -6.00402  0.11
H: -4.86512 -4.12684 -6.45954  0.09
H: -6.44614 -4.57242 -4.62987  0.09
H: -5.88300 -3.95170 -2.28460  0.11
H: -5.97938 -3.08073 1.61360  0.11
H: -6.57128 -2.87131 4.03491  0.10
H: -4.91856 -2.05827 5.65440  0.10
H: -2.62001 -1.42925 4.91429  0.09
C: -0.38696 -0.07258 7.57994  -0.10
C: -0.57731 -1.56628 7.35274  -0.24
C: -0.05293 -2.01916 6.00027  -0.24
N: 1.42499 -2.07442 5.98321  -0.04
C: 1.90403 -2.13680 4.65752  -0.78
S: 1.99165 -3.52991 3.83725  0.78
N: 4.20537 -1.38066 4.97996  0.08
C: 5.12683 -1.26488 6.00180  -0.41
O: 6.22931 -1.77636 5.90131  0.06
C: 4.72680 -0.60843 7.30128  -0.12
C: 5.62472 -0.74089 8.35876  -0.02
C: 5.35943 -0.16921 9.59124  -0.08
C: 4.19266 0.55945 9.78104  -0.09
C: 3.29069 0.69254 8.73764  -0.08
C: 3.54949 0.10345 7.50711  -0.04
H: -0.73518 0.23343 8.56766  0.07
H: -0.93713 0.50406 6.83276  0.08
H: 0.66733 0.19042 7.49581  0.04
H: -1.63905 -1.82269 7.41636  0.10
H: -0.07549 -2.13335 8.14312  0.11
H: -0.37468 -1.33312 5.21374  0.08
H: -0.45346 -3.00076 5.71972  0.12
H: 1.71416 -2.93190 6.44455  0.11
H: 4.64463 -1.97729 4.28502  0.13
H: 6.53358 -1.30030 8.18475  0.11
H: 6.06401 -0.28950 10.40429  0.10
H: 3.98386 1.01426 10.74124  0.10
H: 2.37113 1.24539 8.88175  0.10
H: 2.80051 0.16558 6.73394  0.08
F: 3.01569 3.78866 -1.34205  0.00
C: 1.85989 3.06378 -1.22539  -0.31
C: 1.35002 2.79830 0.02899  -0.04
C: 0.18543 2.05374 0.14020  -0.07
C: -0.49468 1.53965 -0.98429  -0.34
C: -1.62254 0.63554 -0.86336  -0.14
C: 0.06085 1.87353 -2.23722  -0.07
C: 1.22193 2.62275 -2.36426  -0.04
H: 1.86737 3.16631 0.90709  0.11
H: -0.20847 1.83842 1.12876  0.11
H: -2.27562 0.65090 -1.73958  0.04
H: -2.20015 0.78881 0.05206  0.04
H: -0.43470 1.51669 -3.13542  0.11
H: 1.63873 2.85180 -3.33792  0.11

***

Entry 4:
DFT (ωB97M-V with the def2-TZVPD basis set) results for the molecule C5H3NO5.

Spin multiplicity = 1
LUMO level = -2.335 eV
HOMO level = -10.231 eV
Orbital gap = 7.896 eV
Structure (SMILES) = O=C(O)c1ccc([N+](=O)[O-])o1

Each line ends with the Löwdin charge.
Atoms and positions in Å:
C: -1.50132 1.15878 1.05174  -0.46
C: -0.80882 0.07184 0.78109  -0.15
C: -1.20573 -1.29967 0.52135  0.07
C: -0.18607 -1.76752 -0.27475  0.00
C: 0.59487 -0.69724 -0.54725  -0.16
H: -2.33214 0.07698 2.48939  0.01
H: -2.16615 -1.80521 0.98766  0.18
H: 0.04858 -2.77233 -0.33876  0.11
N: 1.84946 -0.51900 -1.41229  -0.10
O: -2.35619 0.92193 2.21670  0.10
O: -1.28762 2.25668 0.68577  0.21
O: 0.35366 0.54664 0.05251  0.14
O: 2.95337 -1.46704 -1.26830  -0.02
O: 1.60501 0.65885 -1.99235  0.07

***

Number 1: maximum force 0.092 Eh/bohr, molar mass 212.16 u, E -30991.385 eV. Number 2: maximum force 0.047 Eh/bohr, molar mass 895.27 u, E -81737.008 eV. Number 3: maximum force 0.031 Eh/bohr, molar mass 902.90 u, E -120566.783 eV. Number 4: maximum force 0.165 Eh/bohr, molar mass 157.08 u, E -16952.291 eV.